{
  "formula": "BCdH24O14P",
  "method": "wB97M-V/def2-TZVPD",
  "symbols": ["Cd", "P", "O", "O", "O", "O", "B", "H", "H", "H", "H", "O", "H", "H", "O", "H", "H", "O", "H", "H", "O", "H", "H", "O", "H", "H", "O", "H", "H", "O", "H", "H", "O", "H", "H", "O", "H", "H", "O", "H", "H"],
  "positions_angstrom": [[-0.41624, 0.20209, 1.59415], [-0.68760, -1.52559, 3.57179], [0.20590, -2.34368, 4.57166], [-0.59536, -1.71605, 2.08852], [-0.27045, -0.04230, 3.54595], [-2.10896, -1.73788, 4.21610], [-0.41711, 0.06374, -0.63024], [0.30389, -0.62384, -0.21594], [-0.39950, -0.10324, -1.69609], [-1.40293, -0.18654, -0.27002], [-0.15712, 1.07252, -0.34916], [-2.51584, 0.51036, 1.81365], [-3.25601, 0.24977, 1.26549], [-2.88009, 0.56845, 2.69693], [-0.26567, 2.25828, 1.98614], [-0.85734, 2.70295, 1.37917], [0.30797, 2.95129, 2.31312], [-2.66487, 0.04868, -2.75784], [-1.75992, 0.07216, -2.44681], [-2.93103, -0.86479, -2.65308], [0.25474, 2.26339, -2.54906], [0.96582, 1.86064, -3.04745], [-0.00628, 1.59238, -1.91830], [-1.07156, -2.86495, -1.67167], [-1.01982, -1.99044, -1.28595], [-1.82415, -3.27227, -1.24280], [0.84092, 4.51020, -0.11001], [1.26726, 3.65418, -0.06884], [-0.09278, 4.31764, -0.02419], [1.74278, -0.21729, 1.69467], [2.22324, -0.04234, 2.50386], [2.18481, -0.97528, 1.31221], [2.35190, 0.97871, -3.79679], [2.10175, 0.38732, -3.08692], [2.75660, 0.40987, -4.45168], [1.55532, -2.76249, 0.97910], [0.70089, -2.48479, 1.30936], [1.35383, -3.29237, 0.20783], [2.39611, -0.95724, -1.77595], [1.70881, -0.76064, -1.13939], [2.37825, -1.91042, -1.86172]],
  "atomic_forces_ev_per_a": [[0.7666, 0.7121, -2.2339], [-1.3864, -2.6335, 8.7929], [0.4541, 0.6388, -2.3695], [-0.3685, -5.5281, -3.7684], [0.6153, 2.5312, 3.9268], [0.1333, 0.9726, -2.0533], [-0.0919, -0.2806, -0.9149], [2.6295, -2.6258, 1.1055], [0.3060, -0.3633, -3.8499], [-3.7323, -1.0439, 0.8939], [0.9867, 3.9373, 0.6020], [-2.4296, 1.2292, -0.3494], [-0.0459, -0.2985, -0.3145], [0.3200, -0.5396, 0.9308], [0.0217, 2.7071, 0.1356], [-0.3618, 0.1439, -0.1950], [0.3878, 0.0704, 0.3250], [-0.9354, 0.2119, -0.6214], [0.3869, 0.0639, 0.2716], [0.0703, -0.2263, 0.0698], [-0.1587, 0.9353, -0.2160], [0.1242, 0.1446, -0.4057], [-0.1497, -0.2264, 0.2648], [-0.0297, -0.4786, -0.6153], [0.1804, 0.4962, 0.4180], [-0.0605, -0.1038, 0.3150], [0.1307, 0.5485, 0.3945], [0.0680, -0.4009, -0.2558], [-0.1621, -0.0936, -0.2618], [2.3290, 0.9719, -0.2593], [-0.3517, -0.0387, 0.6047], [-0.1332, -0.8660, -0.3251], [0.2552, 0.6058, -0.6851], [0.2265, -0.8520, 0.6334], [-0.0064, -0.0904, -0.0771], [1.9013, -0.6785, -1.1286], [-1.7866, 0.6109, 1.3020], [-0.0829, -0.1555, -0.1321], [0.6821, 0.1115, -0.6037], [-0.6071, 0.0762, 0.5900], [-0.0950, -0.1951, 0.0594]],
  "gap_ev": 3.71,
  "total_charge": -2,
  "spin_multiplicity": 1,
  "e_above_lowest_kcal_mol": 104.6
}